This record from the OMol25 dataset describes C18H25BN11PPbSe4 as an isolated structure. The level of theory is wB97M-V/def2-TZVPD.

```
61
Properties=species:S:1:pos:R:3:forces:R:3:mulliken_spin:R:1
Pb -1.67416 -2.67998 -0.54067 -0.043 -0.045 -0.312 0.0164
C 2.23974 -1.91178 1.74924 0.015 0.010 -0.061 0.0000
C 1.49476 -2.52187 0.73910 0.044 -0.043 -0.086 -0.0026
N 0.26308 -2.02645 0.71572 -0.208 0.116 0.153 0.0082
N 0.17688 -1.09800 1.69446 0.003 0.079 -0.074 -0.0041
C 1.36073 -1.01983 2.32919 -0.014 -0.005 0.028 -0.0005
B -1.14692 -0.34159 2.10334 0.008 -0.109 -0.075 0.0037
N -2.10223 -1.40301 2.71221 0.019 0.063 0.021 -0.0032
C -2.69980 -1.58205 3.90892 0.049 0.010 -0.033 0.0000
C -3.44214 -2.73871 3.86610 -0.035 -0.046 0.026 0.0007
C -3.24363 -3.22764 2.57404 0.023 0.004 -0.080 0.0003
N -2.44137 -2.42526 1.88716 0.017 0.182 0.258 0.0049
N -1.87598 0.31398 0.87533 0.051 -0.001 -0.031 -0.0013
C -2.36433 1.56873 0.82445 0.008 0.008 0.002 -0.0003
C -3.04925 1.73284 -0.36095 0.036 -0.005 -0.057 0.0009
C -2.93726 0.49587 -0.99851 0.004 -0.008 -0.104 -0.0029
N -2.23458 -0.34429 -0.24996 0.064 -0.078 0.322 0.0166
N -0.72045 0.80967 3.00592 0.063 -0.007 -0.030 0.0000
C -1.02712 1.22193 4.26354 -0.005 -0.060 -0.036 0.0000
C -0.34549 2.38132 4.51650 0.038 0.093 -0.034 -0.0001
C 0.37431 2.62207 3.33161 0.020 0.002 0.003 0.0000
N 0.15215 1.68628 2.42789 -0.069 -0.038 0.089 -0.0001
H 3.26131 -2.10000 2.03052 -0.027 -0.019 0.007 0.0003
H 1.77965 -3.28690 0.03119 -0.011 0.005 0.029 -0.0002
H 1.50629 -0.34823 3.15727 -0.019 0.023 -0.034 -0.0001
H -2.56697 -0.89841 4.72410 -0.035 -0.044 -0.004 0.0000
H -4.03647 -3.16666 4.65403 0.013 0.019 -0.007 -0.0001
H -3.64114 -4.11882 2.11219 0.006 0.011 0.016 0.0002
H -2.20264 2.26656 1.62791 0.026 -0.033 0.000 0.0006
H -3.56025 2.61524 -0.70463 -0.012 -0.026 0.009 0.0000
H -3.32125 0.17415 -1.95549 0.000 0.008 0.026 0.0006
H -1.69354 0.68342 4.90852 -0.002 0.042 -0.026 -0.0001
H -0.36874 2.97120 5.41619 0.010 -0.027 -0.004 0.0000
H 1.04712 3.43541 3.10553 -0.024 -0.007 0.006 0.0000
Se -0.29786 -2.73918 -3.18419 0.223 0.109 0.262 0.0896
Se -1.78639 -4.18525 -4.21251 -0.330 0.020 -0.087 0.0218
Se -1.94056 -6.07159 -2.85237 0.221 0.030 0.224 0.2504
Se -3.00819 -5.49322 -0.94498 -0.175 -0.312 -0.294 0.6001
C 3.50599 1.76324 -2.06238 -0.051 0.000 -0.003 0.0003
N 3.11589 0.56383 -2.93850 -0.072 -0.027 0.054 -0.0008
C 2.35883 1.09307 -4.16846 -0.039 0.010 0.033 0.0019
N 1.25580 1.89384 -3.77962 -0.071 0.001 -0.008 -0.0003
C 1.68961 3.00060 -2.92973 0.011 -0.101 0.013 0.0002
N 2.36736 2.53462 -1.72208 -0.012 0.067 0.064 -0.0001
C 1.45056 1.83802 -0.80308 0.007 -0.077 -0.104 -0.0014
P 0.67133 0.31381 -1.54193 0.076 0.182 -0.024 -0.0035
C 2.27090 -0.41143 -2.16516 -0.034 -0.025 0.002 -0.0007
C 0.18216 1.10447 -3.15438 0.107 -0.009 0.045 0.0016
H 4.21251 2.35042 -2.64994 0.005 -0.003 -0.021 0.0000
H 3.99570 1.36098 -1.17664 0.008 -0.012 0.006 -0.0001
H 3.96401 0.09466 -3.25602 0.009 0.003 -0.002 -0.0001
H 2.03522 0.22098 -4.73509 0.009 -0.012 -0.014 -0.0012
H 3.08279 1.67195 -4.74250 0.022 0.018 0.017 0.0003
H 0.81880 3.58585 -2.64210 0.003 0.024 -0.010 0.0000
H 2.37187 3.63697 -3.49622 0.013 -0.004 -0.007 0.0000
H 0.65603 2.52210 -0.50192 0.002 0.008 0.008 0.0001
H 1.97493 1.56336 0.11412 0.013 0.012 0.007 -0.0001
H 2.05343 -1.26318 -2.81270 0.041 0.005 -0.026 0.0034
H 2.85487 -0.76529 -1.31400 0.037 0.006 -0.009 0.0013
H -0.67209 1.75794 -2.97009 -0.016 -0.001 -0.017 0.0004
H -0.14377 0.31925 -3.83950 -0.020 0.016 -0.011 -0.0008
```
Positions in Å, forces in eV/Å.

**Maximum force**: 0.46 eV Å⁻¹
**HOMO-LUMO gap (alpha / beta)**: 7.05 / 5.32 eV
**Net charge**: +1
**LUMO level (alpha / beta)**: -2.5091 / -4.3021 eV
**Relative energy (zero: lowest compared OMol25 entry of this formula, charge and spin)**: 0.0 kJ/mol
**Molecular weight**: 960.30 g/mol
**Spin multiplicity**: 2

This record from the OMol25 dataset describes one molecule with the formula C18H25F3N4O4 in a non-equilibrium geometry. The level of theory is wB97M-V/def2-TZVPD.

```
54
Properties=species:S:1:pos:R:3:forces:R:3:lowdin_charge:R:1
C -4.88565 2.38569 2.66507 0.228 -0.174 0.027 -0.1118
C -3.74807 1.40468 2.98272 -0.137 0.192 -0.066 -0.2475
C -2.43616 1.76592 2.26417 -0.073 -0.439 -0.248 -0.1392
C -1.32491 0.77906 2.57283 -1.494 -0.278 -2.892 -0.2320
N -0.63896 0.89174 3.69871 2.195 -0.996 1.827 0.1603
C 0.23440 -0.08499 3.66612 -0.254 0.196 -0.058 -0.1244
O 0.16404 -0.86251 2.55920 0.061 0.490 0.842 0.0759
C -0.85210 -0.31339 1.84060 -0.768 1.879 1.225 -0.1287
C -1.22197 -0.86293 0.55779 -1.145 0.442 -1.355 -0.4472
O -2.07603 -0.34032 -0.15381 0.197 -0.105 0.508 0.0708
N -0.55723 -1.98065 0.22778 1.025 -1.278 -0.775 0.1577
C -0.62617 -2.69004 -1.04746 -0.651 0.948 -0.446 -0.3835
C 0.23024 -2.10252 -2.20355 -0.207 -0.352 0.914 -0.0731
N -0.10492 -0.73554 -2.62477 -0.832 -1.280 0.614 0.1106
C 0.73633 0.30346 -2.59031 1.621 0.576 -1.009 -0.4473
O 0.90195 1.03256 -3.56364 -0.470 0.283 0.673 0.0703
C 1.64464 0.49797 -1.36368 -0.713 0.612 0.111 -0.1816
N 2.99636 0.15600 -1.78796 0.585 0.239 -0.486 0.1476
C 3.74766 -0.83681 -1.28504 -1.683 -0.721 1.553 -0.3590
O 3.33582 -1.55928 -0.37149 1.055 0.483 -1.037 0.0685
C 5.14933 -1.06490 -1.90572 -0.530 -0.043 0.467 -0.5539
F 5.41805 -0.15391 -2.84838 0.185 0.016 -0.132 0.1520
F 6.08190 -0.98968 -0.95377 -0.029 0.038 -0.206 0.1694
F 5.20127 -2.28039 -2.45511 0.079 0.118 -0.057 0.1682
C 1.57973 1.98373 -0.89015 0.064 0.450 0.414 -0.3382
C 2.42454 2.19246 0.38169 -0.007 -0.280 -0.251 -0.0539
C 0.15571 2.53021 -0.65087 0.083 -0.488 -0.279 -0.0401
C -0.88815 -4.17456 -0.98273 -0.019 -0.016 -0.145 -0.0600
C -1.98692 -3.23074 -1.43463 -0.051 -0.009 0.333 -0.0654
H -5.80180 2.10356 3.18485 0.021 -0.016 0.016 0.0669
H -4.63170 3.40134 2.97095 0.044 0.025 0.010 0.0700
H -5.10572 2.40372 1.59672 0.041 -0.013 -0.027 0.0718
H -3.58246 1.37980 4.06153 0.082 0.016 0.029 0.1062
H -4.05391 0.39648 2.69599 0.057 -0.036 -0.074 0.1091
H -2.61831 1.81306 1.18959 0.030 -0.272 -0.018 0.1041
H -2.13265 2.77612 2.54424 0.212 -0.093 0.275 0.1201
H 0.99043 -0.34870 4.39089 -0.103 0.081 -0.057 0.1378
H 0.22868 -2.19352 0.82145 0.100 -0.283 -0.033 0.1443
H 1.27944 -2.19805 -1.92164 0.092 0.418 0.088 0.1166
H 0.13827 -2.74012 -3.08443 -0.212 -0.115 0.067 0.1314
H -0.81314 -0.66911 -3.33941 0.171 -0.006 -0.187 0.1527
H 1.30770 -0.14069 -0.54857 0.368 -0.168 -0.009 0.1347
H 3.32793 0.66906 -2.59309 0.029 0.027 0.030 0.1560
H 2.01565 2.60739 -1.67347 0.063 -0.170 -0.200 0.1338
H 2.05920 1.57400 1.20265 -0.085 -0.056 0.064 0.0753
H 3.47188 1.93826 0.21851 0.036 -0.071 -0.018 0.0725
H 2.39545 3.23119 0.71229 -0.095 0.005 -0.103 0.0800
H -0.38508 1.92723 0.07501 -0.058 -0.122 0.120 0.0552
H 0.18261 3.55166 -0.27088 0.225 -0.021 0.021 0.0836
H -0.43873 2.55502 -1.56479 0.052 -0.112 -0.056 0.0841
H -0.40753 -4.82653 -1.71288 -0.113 0.319 0.045 0.1046
H -0.96741 -4.64784 -0.00300 -0.043 0.356 -0.208 0.1079
H -2.83026 -3.02482 -0.77285 0.440 -0.125 -0.038 0.1093
H -2.28334 -3.19883 -2.48328 0.329 -0.066 0.199 0.1072
```
Positions in Å, forces in eV/Å.

**Maximum force**: 3.27 eV Å⁻¹
**HOMO-LUMO gap**: 9.80 eV
**LUMO level**: 0.4882 eV
**SMILES**: CCCc1ncoc1C(=O)NC1(CNC(=O)[C@@H](NC(=O)C(F)(F)F)C(C)C)CC1
**Relative energy (zero: lowest compared OMol25 entry of this formula, charge and spin)**: 101.0 kJ/mol
**Molecular weight**: 418.42 g/mol